1.
The following is a quantum chemistry calculation of C42H45BrF12N4O3PSW as an isolated structure, from OMol25.

- HOMO (spin up / spin down): -16.0 / -16.3 eV
- Frontier orbital gap (spin up / spin down): 0.2173 / 0.2558 Ha
- LUMO level (spin up / spin down): -10.13 / -9.33 eV
- <S²>: 2.04

```
! wB97M-V def2-TZVPD RIJCOSX def2/J DEFGRID3
* xyz 3 3
W -1.14651 0.62255 0.69920
C -4.24631 1.05625 0.01380
N -3.15831 0.05195 -0.01000
C -3.11511 -0.49715 -1.37900
C -3.51381 -1.05655 0.91040
C -3.34971 -0.65935 2.37570
N -1.97151 -0.16935 2.69410
C -2.10801 0.85815 3.75450
C -1.16631 -1.25715 3.29340
H -5.21471 0.56225 -0.13030
H -4.13031 1.77065 -0.80380
H -4.27811 1.60045 0.96190
H -4.08011 -0.94175 -1.64030
H -2.34611 -1.26805 -1.46200
H -2.88911 0.29085 -2.09770
H -2.89231 -1.92525 0.66800
H -4.55671 -1.35475 0.74450
H -3.60581 -1.52075 3.00290
H -4.06691 0.13045 2.61840
H -2.65881 0.45095 4.60690
H -2.64341 1.73655 3.39030
H -1.12561 1.16305 4.11390
H -1.72891 -1.75985 4.08390
H -0.26011 -0.85405 3.74460
H -0.86681 -1.98665 2.54190
Br 1.25499 0.79265 1.98720
C 0.96939 2.49885 2.90440
C 1.77759 2.97235 3.90050
C 1.45809 4.22055 4.46400
C 0.37059 4.93025 4.02260
C -0.45791 4.43475 2.99400
C -1.58431 5.13605 2.51580
C -2.34211 4.62305 1.49770
C -2.01951 3.38235 0.91940
C -0.97021 2.61445 1.38700
C -0.15721 3.17135 2.40650
H 2.62659 2.41185 4.25700
H 2.07949 4.61125 5.25420
H 0.12089 5.88705 4.45580
H -1.82291 6.09525 2.94890
H -3.18411 5.17385 1.10770
H -2.58731 3.08425 0.04790
F -1.82151 4.26535 -3.78450
C -2.06421 3.24405 -3.00430
F -2.41491 2.17385 -3.71050
F -3.06491 3.52365 -2.16500
S -0.55681 2.75625 -2.03820
O -0.18221 3.80005 -1.13270
O 0.41969 2.37995 -3.01090
O -1.08011 1.56585 -1.28570
F 2.82139 -0.21125 -6.00630
C 2.61589 -1.48405 -5.62960
F 3.79119 -2.10565 -5.68880
F 1.80139 -2.04055 -6.52610
C 2.01519 -1.53495 -4.24170
C 1.09349 -0.56615 -3.87400
C 0.53339 -0.61005 -2.60900
C 0.89829 -1.60475 -1.70900
C 1.81439 -2.58525 -2.09400
C 2.36929 -2.54695 -3.35850
P 0.06949 -1.70855 -0.07900
C 1.43899 -2.50195 0.86630
C 1.34949 -3.77495 1.42290
C 2.44829 -4.34575 2.04310
C 3.64069 -3.64385 2.11590
C 3.75869 -2.39205 1.52520
C 2.66629 -1.83245 0.88880
C 4.80579 -4.24405 2.87610
F 5.96669 -3.70985 2.49930
F 4.65979 -3.99845 4.18750
F 4.87909 -5.56245 2.71540
C -1.05671 -3.14015 -0.40860
C -1.70631 -3.80015 0.64150
C -2.64981 -4.77745 0.38830
C -2.97021 -5.10165 -0.92350
C -2.29901 -4.49765 -1.97620
C -1.34491 -3.52765 -1.71810
C -4.17521 -5.98645 -1.16910
F -5.27471 -5.23575 -0.92230
F -4.21841 -7.02615 -0.34480
F -4.26121 -6.41645 -2.41950
H 0.82069 0.22705 -4.55120
H -0.17911 0.14855 -2.33730
H 2.09119 -3.37975 -1.41770
H 3.07919 -3.29995 -3.66100
H 0.45079 -4.36335 1.36160
H 2.37979 -5.33975 2.45700
H 4.70549 -1.87395 1.55180
H 2.77089 -0.88105 0.38520
H -1.49461 -3.56635 1.67550
H -3.15741 -5.26495 1.20580
H -2.53521 -4.76945 -2.99310
H -0.83791 -3.06785 -2.55260
N 3.80029 3.99295 -2.19770
C 3.41329 2.67045 -2.75600
C 3.28829 1.65005 -1.61780
N 2.34759 2.06965 -0.59070
C 2.70889 3.37315 -0.05780
C 2.83639 4.43795 -1.15470
H 3.84879 4.68695 -2.95390
H 4.73929 3.91845 -1.78160
H 4.15199 2.35195 -3.49050
H 2.44099 2.76695 -3.24590
H 4.26009 1.48125 -1.14190
H 2.94449 0.70455 -2.04180
H 1.41259 2.12705 -0.98960
H 3.64169 3.26345 0.50080
H 1.92619 3.69795 0.62930
H 3.16679 5.38805 -0.73430
H 1.85009 4.57105 -1.60640
*
```

2.
The following is a quantum chemistry calculation of a 3-piece molecular cluster, C12H26BBrF4O7P overall, from OMol25.

- HOMO: -5.3 eV
- Frontier orbital gap: 0.2883 Ha
- LUMO level: 2.56 eV

```
! wB97M-V def2-TZVPD RIJCOSX def2/J DEFGRID3
* xyz -1 1
O -0.47983 4.56067 -3.50008
P -1.63507 3.66317 -3.60951
O -2.25846 3.64666 -5.07556
O -2.87175 4.16405 -2.68515
C -1.22598 1.91547 -3.12694
C -0.10845 1.90581 -2.05022
F 1.05397 2.30663 -2.61934
F 0.08412 0.64179 -1.60307
C -0.43204 2.81490 -0.81441
F -0.48324 2.05139 0.32391
F 0.51735 3.75888 -0.63167
O -0.79822 1.25839 -4.25303
B -1.23325 -0.19675 -4.16988
O -2.04291 -0.19186 -2.87154
C -2.45165 1.05624 -2.67774
Br -4.11390 1.39906 -3.82004
H -2.92388 4.33223 -5.12270
H -3.33146 3.41223 -2.30559
H -1.41073 3.27357 -0.89893
H -0.25979 -0.92762 -3.97091
H -1.83202 -0.59728 -5.14497
H -2.87242 1.24943 -1.69329
C 3.28744 -1.57266 2.58057
C 4.26995 -1.01847 1.55958
O 3.82897 -1.11601 0.22520
C 2.61464 -0.43388 -0.07507
C 2.68330 1.06112 0.17792
H 3.05936 -2.61695 2.36113
H 3.71275 -1.51037 3.58369
H 2.34755 -1.01875 2.58320
H 5.19639 -1.59373 1.60022
H 4.53134 0.01766 1.80686
H 1.77827 -0.88603 0.46859
H 2.42853 -0.61107 -1.13213
H 2.86050 1.29393 1.23016
H 1.74924 1.51283 -0.12287
H 3.49121 1.50812 -0.40349
C -0.54217 -3.01184 4.76285
C -1.03505 -3.77377 3.54339
O -2.19271 -3.22682 2.94712
C -2.07280 -1.89345 2.47547
C -0.98958 -1.69674 1.43180
H -1.32738 -2.95110 5.51781
H 0.32127 -3.51845 5.19589
H -0.23821 -1.99454 4.51364
H -1.31573 -4.78589 3.83721
H -0.23139 -3.87187 2.80458
H -1.92424 -1.20595 3.31696
H -3.04417 -1.65384 2.04423
H 0.00311 -1.91873 1.82885
H -0.98366 -0.66305 1.08435
H -1.15712 -2.34679 0.57297
*
```

3.
The following is a quantum chemistry calculation of C5H15BrCuN3O2 as an isolated structure, from OMol25.

- HOMO (spin up / spin down): -16.8 / -16.7 eV
- Frontier orbital gap (spin up / spin down): 0.3121 / 0.1898 Ha
- LUMO level (spin up / spin down): -8.26 / -11.58 eV
- <S²>: 2.02

```
! wB97M-V def2-TZVPD RIJCOSX def2/J DEFGRID3
* xyz 2 3
Cu -10.76901 -20.87498 11.22872
Br -12.64689 -19.13614 11.80145
C -10.05894 -20.61691 14.41438
O -10.23528 -21.14363 13.32137
N -9.22685 -20.95116 15.30590
N -10.81793 -19.69053 14.87423
H -9.13888 -20.39133 16.14194
H -8.57402 -21.69447 15.10242
H -10.68001 -19.32982 15.80749
H -11.54920 -19.34214 14.27094
C -15.31938 -18.63724 8.84483
C -16.01979 -19.58146 9.68631
C -15.37258 -20.99848 9.57341
O -15.60972 -21.95442 10.59752
C -16.86653 -22.60952 10.59724
N -15.81608 -19.04600 11.03614
H -15.56750 -17.59595 9.05034
H -15.38818 -18.86521 7.78115
H -14.23531 -18.73015 8.91019
H -17.09282 -19.59297 9.49507
H -14.28625 -20.92350 9.62197
H -15.61233 -21.56082 8.67095
H -17.63603 -21.85692 10.42530
H -16.99770 -23.17869 11.51754
H -16.82794 -23.29592 9.75139
H -14.81327 -19.06992 11.15405
H -15.86936 -19.86521 11.62448
*
```